Below is a molecular structure, C52H124O50S11, with properties calculated with ωB97M-V/def2-TZVPD.

Geometry as XYZ:
```
237
Properties=species:S:1:pos:R:3:forces:R:3:mulliken_charge:R:1
O 5.437 -1.433 -2.928 0.036 -0.510 0.893 -0.41
S 5.736 -1.122 -4.279 1.781 0.951 -0.181 0.95
O 4.651 -0.980 -5.177 -0.589 0.653 -0.931 -0.56
O 6.697 0.204 -4.285 -0.681 -0.809 0.981 -0.41
C 7.088 0.718 -2.916 0.561 -0.861 -0.446 0.14
C 7.858 1.991 -3.114 -0.378 0.506 -1.728 -1.37
C 6.842 -2.300 -5.000 0.440 -0.192 0.802 -1.16
H 7.670 -0.015 -2.340 0.105 -0.155 -0.666 0.60
H 6.199 0.792 -2.328 -0.759 0.625 0.094 0.11
H 7.378 2.579 -3.948 0.231 -0.202 1.198 0.34
H 8.875 1.866 -3.498 -0.053 -0.450 0.336 0.39
H 7.894 2.517 -2.173 -0.053 0.400 0.151 0.31
H 6.238 -3.182 -5.162 -0.046 -0.250 -0.142 0.40
H 7.635 -2.522 -4.276 -0.241 0.052 -0.065 0.35
H 7.311 -1.956 -5.914 -0.322 0.273 -0.132 0.36
O 0.202 -1.925 5.213 0.023 -0.815 -0.117 -0.15
S -0.431 -3.075 4.600 -1.222 -0.475 -0.767 0.77
O -0.154 -3.449 3.235 0.097 0.442 1.111 -0.87
O -0.107 -4.428 5.406 -0.019 1.161 -0.743 0.09
C -0.091 -4.450 6.836 0.271 0.391 0.236 -0.04
C 0.514 -5.781 7.119 0.599 -1.469 0.406 -1.18
C -2.225 -2.920 4.756 0.318 -0.140 -0.042 -0.37
H -1.106 -4.340 7.217 -0.044 -0.090 0.029 0.30
H 0.528 -3.640 7.214 -0.048 0.239 -0.006 0.16
H 1.601 -5.831 6.863 -0.822 0.276 0.343 0.25
H 0.026 -6.469 6.424 0.019 -0.230 0.256 0.28
H 0.352 -6.166 8.151 0.149 0.483 -0.639 0.37
H -2.523 -2.678 5.805 0.269 -0.468 -0.861 0.54
H -2.679 -3.820 4.278 0.371 0.516 0.765 0.25
H -2.477 -2.076 4.111 0.093 0.094 0.071 -0.42
O -1.190 7.786 0.141 0.454 -0.650 -0.027 -0.58
S -1.634 7.691 -1.214 -1.877 0.779 -0.796 1.15
O -1.268 8.676 -2.182 0.752 -0.120 0.117 -0.66
O -1.368 6.298 -1.907 0.519 -0.654 0.848 -0.37
C -1.169 5.111 -1.028 2.491 1.135 -1.351 1.66
C -1.297 3.912 -1.865 -1.059 0.080 -2.627 -0.83
C -3.422 7.794 -1.269 0.426 0.627 0.918 -0.91
H -1.900 5.106 -0.292 -1.169 0.191 1.373 -0.92
H -0.143 5.197 -0.626 -0.624 0.106 0.167 0.26
H -0.531 3.666 -2.620 0.083 0.536 0.607 0.12
H -2.243 4.008 -2.431 0.284 0.076 -0.001 0.36
H -1.490 3.067 -1.285 0.114 -1.507 1.310 -0.08
H -4.000 7.085 -0.660 0.453 0.010 -0.272 0.24
H -3.635 7.753 -2.327 -0.376 -0.034 -0.131 0.34
H -3.557 8.823 -0.874 -0.271 -0.592 -0.354 0.35
O 4.746 6.778 0.492 0.788 0.488 0.553 -0.66
S 4.189 5.829 -0.390 -1.257 0.970 -2.337 1.16
O 4.988 4.967 -1.224 0.037 -0.014 0.810 -0.62
O 3.160 5.026 0.473 0.000 -0.667 0.247 -0.54
C 2.769 3.746 -0.088 0.096 -0.727 0.377 1.18
C 1.694 3.103 0.743 -1.424 0.232 0.761 -1.66
C 3.041 6.678 -1.522 -0.705 -0.408 0.955 -0.79
H 3.683 3.122 -0.134 -0.623 0.217 -0.209 0.33
H 2.345 3.925 -1.071 0.217 -0.088 -0.373 -0.30
H 1.240 2.241 0.242 0.405 0.107 -0.034 0.22
H 0.864 3.763 1.027 -0.018 0.486 -0.928 0.34
H 1.903 2.826 1.763 1.217 -0.590 0.276 0.46
H 3.503 7.257 -2.291 0.878 0.015 -0.436 0.49
H 2.482 7.406 -0.926 -0.076 -0.370 0.089 0.34
H 2.358 5.944 -1.992 0.411 0.290 0.300 0.03
O 4.260 1.787 7.819 1.563 0.455 0.517 -0.67
S 3.303 1.275 6.923 -0.537 -1.145 -1.321 1.17
O 2.014 1.870 6.951 -1.034 0.319 -0.387 -0.62
O 3.794 1.207 5.419 0.184 0.692 0.125 0.03
C 5.119 1.717 5.000 -0.296 -0.406 -0.644 -0.03
C 4.946 2.711 3.834 -0.230 -0.795 1.303 -0.98
C 3.081 -0.434 7.214 -1.434 -0.825 0.434 -0.69
H 5.678 0.810 4.777 0.038 0.090 -0.600 -0.23
H 5.609 2.105 5.863 0.194 0.769 0.631 0.64
H 4.384 2.228 3.039 -0.029 0.153 -0.127 -0.11
H 5.908 3.027 3.470 0.376 -0.032 -0.160 0.45
H 4.431 3.588 4.215 -0.268 0.090 -0.121 0.51
H 3.950 -1.061 7.122 0.643 0.279 0.049 0.20
H 2.281 -0.921 6.595 0.545 0.878 0.348 0.02
H 2.748 -0.398 8.257 0.023 -0.443 -0.074 0.49
O 1.978 3.796 -3.802 0.728 0.356 -0.232 -0.83
S 2.966 2.768 -4.006 0.266 0.625 -0.951 1.28
O 2.731 1.569 -3.313 -0.285 -1.924 1.431 -0.20
O 3.126 2.404 -5.532 -1.055 -0.520 -0.757 -0.39
C 2.185 1.415 -6.117 -0.271 1.283 0.065 0.60
C 1.098 2.126 -6.901 0.583 -0.574 -0.359 -1.29
C 4.658 3.215 -3.854 0.370 1.256 0.655 -0.65
H 1.696 0.829 -5.351 0.630 -0.445 0.332 -0.50
H 2.817 0.868 -6.803 0.045 -0.454 0.225 0.48
H 0.636 1.332 -7.524 -0.149 0.606 0.299 0.36
H 1.656 2.790 -7.557 -0.546 0.415 -0.211 0.45
H 0.362 2.648 -6.273 0.345 -0.143 -0.336 0.12
H 4.864 3.613 -2.841 -0.178 -0.483 -0.438 0.34
H 4.873 4.038 -4.546 -0.170 -0.200 0.012 0.53
H 5.274 2.351 -4.120 -0.440 0.100 0.172 -0.18
C 3.412 -3.374 -0.235 -0.060 1.506 0.192 -0.21
O 3.648 -2.952 1.085 0.734 0.209 0.721 -0.08
C 3.014 -3.664 2.148 -1.681 -0.250 -2.723 0.52
C 3.304 -3.017 3.404 0.403 1.102 1.468 -0.36
O 4.689 -3.114 3.680 0.063 -0.104 -0.282 -0.49
C 5.060 -2.456 4.866 0.543 -0.859 -0.818 0.97
C 6.315 -3.121 5.413 -0.399 1.607 0.711 -1.15
O 7.442 -3.015 4.626 0.630 1.134 -0.705 -0.38
C 8.029 -1.696 4.544 -0.478 -0.427 1.121 -0.67
H 3.847 -4.326 -0.418 0.680 -0.910 -0.411 0.40
H 3.781 -2.567 -0.923 -0.078 -0.888 0.569 0.11
H 2.360 -3.442 -0.385 -1.128 -0.133 -0.334 -0.28
H 3.293 -4.706 2.172 0.445 -0.535 -0.111 0.52
H 1.915 -3.618 1.950 0.577 -0.061 0.366 -0.88
H 2.729 -3.495 4.206 -0.063 -0.038 0.041 0.63
H 3.003 -1.960 3.371 -0.076 0.007 -0.028 0.01
H 4.275 -2.592 5.576 -0.686 -0.024 0.869 0.32
H 5.173 -1.381 4.680 0.205 0.060 0.128 -0.64
H 6.198 -4.158 5.625 -0.540 -0.905 -0.100 0.40
H 6.478 -2.634 6.383 0.209 0.070 0.268 0.42
H 7.660 -1.022 3.765 -0.454 -0.255 0.175 0.25
H 9.025 -1.931 4.328 1.640 -0.066 -0.651 0.32
H 8.096 -1.180 5.537 -0.610 -0.374 -0.605 0.30
C -3.206 5.184 1.678 -0.970 -1.144 -1.419 -0.97
O -4.120 4.628 0.676 0.812 -1.100 0.150 -0.53
C -4.030 3.191 0.615 1.199 0.418 -0.614 0.88
C -4.838 2.718 -0.551 -1.400 -0.635 -0.006 -1.49
O -4.897 1.281 -0.636 -0.410 0.217 -1.281 0.53
C -5.844 0.845 -1.698 -0.185 2.527 1.359 -0.74
C -6.148 -0.606 -1.553 -0.331 -0.748 -0.691 -0.62
O -5.008 -1.436 -1.720 0.213 -1.376 0.826 -0.06
C -5.244 -2.766 -1.084 0.210 0.164 -0.711 -0.41
H -3.742 5.311 2.603 0.128 -0.218 0.571 0.31
H -3.003 6.123 1.236 0.671 1.200 0.142 0.23
H -2.298 4.561 1.728 -0.358 0.305 0.410 0.37
H -4.355 2.782 1.540 -0.329 -0.608 0.878 0.48
H -2.987 2.822 0.421 -0.436 0.559 0.473 -0.46
H -4.481 3.194 -1.452 0.389 -0.062 -0.607 0.23
H -5.863 3.054 -0.433 -0.423 0.341 0.101 0.48
H -5.489 1.240 -2.682 -0.034 -0.742 0.548 0.33
H -6.835 1.411 -1.496 1.297 -0.845 -0.343 0.50
H -6.959 -0.848 -2.286 0.566 0.018 0.172 0.35
H -6.599 -0.793 -0.584 0.071 0.074 0.299 0.21
H -5.877 -3.360 -1.754 -0.311 0.266 0.219 0.38
H -5.701 -2.629 -0.099 -0.038 0.022 -0.218 0.06
H -4.353 -3.434 -0.962 -0.139 1.320 -0.251 0.02
C -11.286 -1.169 4.367 0.538 1.513 0.394 -0.74
O -10.740 -0.616 3.168 -0.524 -1.222 0.966 -0.30
C -10.439 0.732 3.357 0.252 -0.002 -0.524 -0.62
C -9.516 1.086 2.233 0.280 0.057 -0.359 -0.73
O -8.270 0.435 2.477 -0.450 0.884 0.901 -0.16
C -7.229 0.705 1.570 -1.556 -0.135 -1.505 -0.80
C -6.064 -0.193 1.946 0.084 -0.449 -0.861 0.24
O -6.439 -1.606 1.947 -0.157 2.212 0.783 -0.53
C -5.620 -2.226 2.913 -0.617 -0.912 -0.712 -0.66
H -12.144 -0.536 4.627 -0.130 -0.408 0.311 0.30
H -10.568 -1.156 5.219 -0.138 0.345 -0.516 0.28
H -11.555 -2.189 4.276 -0.429 -0.865 -0.716 0.27
H -9.852 0.864 4.264 -0.197 0.182 0.456 0.36
H -11.354 1.371 3.356 0.483 -0.308 0.090 0.43
H -9.477 2.173 2.174 0.628 0.306 0.023 0.36
H -9.954 0.749 1.288 0.082 -0.189 -0.144 0.34
H -6.916 1.781 1.546 -0.086 -0.637 0.261 0.16
H -7.756 0.514 0.561 1.460 0.050 0.830 0.26
H -5.662 0.153 2.916 -0.421 -0.407 -0.153 0.86
H -5.229 -0.089 1.237 -0.279 0.255 0.116 -0.39
H -4.632 -2.229 2.491 0.964 -0.495 0.128 0.00
H -6.040 -3.230 3.042 0.475 0.076 0.110 0.33
H -5.585 -1.697 3.855 -0.236 0.193 0.380 0.53
C -2.389 -2.272 -11.164 1.558 1.789 -0.521 -0.66
O -3.232 -2.339 -10.044 1.208 0.120 0.962 -0.36
C -2.480 -1.881 -8.916 -0.027 -0.198 0.833 -0.32
C -3.315 -1.958 -7.630 -1.214 -0.676 -1.068 -0.60
O -2.600 -1.325 -6.630 0.116 0.361 1.629 -0.02
C -3.201 -1.410 -5.310 0.292 -0.426 -0.312 -1.04
C -2.794 -0.187 -4.539 0.634 -0.241 -1.343 -0.29
O -1.376 -0.230 -4.242 -0.858 1.211 0.573 1.11
C -0.897 1.095 -3.877 -0.108 -0.054 -1.826 -0.27
H -2.799 -2.851 -11.972 -0.234 -0.125 -0.245 0.28
H -1.298 -2.565 -11.007 -1.361 -0.276 0.280 0.26
H -2.257 -1.180 -11.467 -0.439 -1.109 0.007 0.27
H -2.150 -0.823 -8.983 -0.261 -0.300 -0.451 0.29
H -1.553 -2.482 -8.793 -0.468 0.122 -0.116 0.23
H -3.585 -2.999 -7.352 0.333 0.318 -0.236 0.33
H -4.276 -1.432 -7.819 0.283 -0.162 0.060 0.29
H -2.763 -2.223 -4.731 -0.197 -0.787 -0.383 0.11
H -4.321 -1.518 -5.365 1.052 0.198 0.025 0.73
H -3.412 -0.124 -3.664 -0.205 0.349 0.734 -0.39
H -2.993 0.577 -5.275 0.008 1.106 0.271 0.70
H -1.313 1.529 -2.975 -0.392 -0.339 0.210 -0.65
H -1.101 1.783 -4.742 -0.065 -0.398 0.779 0.25
H 0.181 1.077 -3.780 0.211 -0.371 0.282 0.16
C -1.843 -1.541 -1.423 1.315 -0.267 0.355 0.25
C -2.263 -0.407 -0.458 1.146 -0.204 0.719 2.40
O -1.114 -0.314 0.500 -2.465 0.305 0.005 -0.04
S 0.176 -0.930 -0.024 3.725 1.423 0.868 -0.22
O 0.729 -1.760 1.006 -0.483 -0.269 -0.442 0.08
O 1.069 0.076 -0.540 -0.411 -0.008 0.324 0.01
O -0.320 -1.692 -1.235 -2.521 -0.847 -1.425 0.01
H -1.942 -1.301 -2.504 -0.147 -0.541 1.073 -0.41
H -2.181 -2.517 -1.055 -0.400 0.412 -0.660 -0.08
H -3.170 -0.601 0.137 0.549 -0.040 -0.362 -1.37
H -2.320 0.576 -0.903 -0.198 0.075 -0.346 -0.78
C 0.416 -2.223 -5.767 -0.639 -0.870 0.079 0.73
C 1.541 -2.167 -4.727 -0.127 1.800 0.953 0.18
O 1.602 -3.418 -4.045 -1.202 0.054 0.313 -0.23
S 0.173 -4.096 -4.150 -0.830 -1.143 -1.282 0.50
O -0.820 -3.697 -3.224 -0.166 1.840 0.596 -0.27
O 0.348 -5.482 -4.180 0.990 -1.972 -0.339 -0.68
O -0.221 -3.617 -5.639 1.743 2.085 0.686 -0.42
H 0.756 -1.985 -6.787 -0.224 -0.848 0.297 0.47
H -0.342 -1.519 -5.484 -0.401 0.150 -0.115 -0.67
H 1.362 -1.294 -4.000 0.210 -1.405 -0.819 -0.13
H 2.509 -2.042 -5.150 0.692 0.205 -0.391 0.31
C -0.349 -5.848 0.960 -0.026 0.842 0.545 -0.09
C -0.914 -4.694 0.137 0.218 -0.439 0.085 0.31
O -2.040 -4.266 0.909 -0.142 0.301 -0.103 0.09
S -2.776 -5.551 1.463 -2.126 0.673 -2.267 1.23
O -3.662 -6.078 0.460 0.928 0.003 0.338 -0.65
O -3.393 -5.180 2.671 0.151 -0.022 1.582 -0.65
O -1.520 -6.432 1.597 0.788 -1.157 0.247 -0.41
H 0.262 -5.487 1.802 0.019 -0.182 -0.541 0.06
H 0.153 -6.542 0.301 -0.013 -0.503 0.261 0.46
H -1.253 -5.061 -0.851 0.301 0.545 0.315 0.41
H -0.202 -3.874 0.143 -0.108 0.077 -0.470 -0.84
C 0.207 1.302 4.611 1.725 1.153 -0.586 0.21
C -0.633 0.925 5.827 -2.191 1.239 -1.259 -0.44
O -1.863 0.292 5.175 1.279 0.022 3.084 -0.24
S -2.030 0.896 3.810 -3.056 2.568 -4.327 -0.11
O -2.716 2.186 3.693 1.764 -1.181 1.642 -0.73
O -2.629 -0.049 2.955 -0.601 -1.820 -0.484 0.06
O -0.539 0.997 3.391 1.021 0.524 1.337 0.31
H 1.125 0.732 4.575 -0.001 -0.309 -0.152 -0.33
H 0.531 2.378 4.581 -0.677 -0.960 0.210 0.40
H -1.038 1.800 6.344 0.326 -0.215 0.014 0.44
H -0.209 0.231 6.494 0.376 -0.937 0.469 0.24
C 6.078 -1.519 1.115 2.296 -0.083 -0.184 0.39
C 5.112 -0.521 1.548 -3.479 1.937 -0.574 1.60
O 5.503 0.824 0.974 0.602 -1.252 0.370 -0.01
S 7.087 0.890 1.258 -0.983 -2.053 -0.755 1.02
O 7.250 1.160 2.642 0.451 -0.086 0.447 -0.62
O 7.787 1.661 0.297 -0.257 0.119 -0.158 -0.66
O 7.359 -0.685 0.924 -0.945 0.154 0.552 -0.49
H 5.833 -1.995 0.153 0.404 0.402 0.364 -0.06
H 6.218 -2.262 1.918 0.260 0.230 -0.550 0.22
H 4.929 -0.409 2.604 0.786 0.159 0.568 -1.19
H 4.080 -0.773 1.199 0.956 0.502 -0.296 -0.39
```
Positions in Å, forces in eV/Å.

Its charge is 0. For the highest occupied orbital energy, the calculation gives -9.6 eV. The calculation puts the HOMO-LUMO gap at 9.62 eV. As for the spin multiplicity: 1. The lowest unoccupied orbital energy is 0.047 eV.